The following is a quantum chemistry calculation of an isolated ion of composition C5H14N3 and charge +2, from the OMol25 dataset.

Each line ends with the Mulliken spin population.
Geometry (Å):
N 0.03799 2.70737 0.37944  0.002
N -0.69781 -1.48648 -1.81455  0.556
N -1.34155 -3.48812 -0.59868  0.451
C 1.52980 1.21630 1.67242  0.001
C 0.42354 1.10613 0.73445  -0.004
C -1.09882 -2.68736 -1.72440  -0.036
C 0.67690 0.48344 -0.64651  0.027
C -0.62454 -0.50382 -0.67451  -0.019
H 1.54998 2.01552 2.31823  0.000
H -0.75227 -0.90187 0.27034  0.016
H -0.54902 0.80676 1.21401  0.002
H 2.53207 1.06205 1.16356  0.000
H -0.98094 -3.29188 0.38580  -0.013
H -1.21205 -3.30634 -2.64572  0.017
H -1.48684 -4.48955 -0.61758  -0.023
H 1.51911 0.50502 2.48030  0.000
H -1.40440 0.19131 -0.89392  0.025
H 0.53051 3.33387 0.91493  0.000
H 0.02207 2.75614 -0.59770  0.000
H 0.59259 1.11238 -1.49359  -0.001
H -0.92654 2.75621 0.71412  0.000
H 1.66024 0.10293 -0.54046  0.000

Multiplicity: 2
<S²>: 0.776
Energy above the lowest of the compared OMol25 structures with the same formula, charge and spin (kcal/mol): 72.6
Total charge: +2
Kohn-Sham gap (alpha / beta) (eV): 12.648 / 7.451
Molecular weight (g/mol): 116.188

=====

The following is a quantum chemistry calculation of a 2-piece molecular cluster, C5H14N3O3 overall, from the OMol25 dataset.

Each line ends with the Löwdin charge.
Geometry (Å):
O 1.55881 1.69517 -0.82560  0.163
O 1.88845 -0.45292 -1.37268  0.152
O 3.36748 -1.05466 0.61105  -0.028
N -1.05024 1.08095 0.50481  -0.088
N -0.90760 -1.18830 -0.31424  0.039
N -2.94008 0.11757 -0.64653  -0.035
C 3.07428 0.32210 0.60526  -0.152
C -2.50222 1.05048 0.38240  -0.217
C 2.08326 0.52472 -0.49923  -0.306
C -2.44583 -1.18339 -0.44800  -0.171
C -0.47441 -0.16841 0.73870  -0.213
H -0.63624 1.54746 -0.30113  0.083
H -0.57208 -2.11722 -0.05470  0.160
H -0.68928 -0.57143 1.72213  0.082
H -0.47620 -0.91893 -1.20765  0.141
H -2.81999 -1.57446 0.50309  0.137
H -2.79307 0.47269 -1.58331  0.122
H 4.01950 -1.25413 1.29230  0.128
H 3.98290 0.91843 0.39984  0.158
H 2.44113 -1.21385 -1.10473  0.145
H 1.76525 2.39665 -0.18989  0.165
H -2.87952 2.04485 0.15108  0.125
H -2.91724 0.71716 1.33791  0.127
H -2.73289 -1.84686 -1.26597  0.133
H 2.65582 0.65629 1.56510  0.152

Energy above the lowest of the compared OMol25 structures with the same formula, charge and spin (kcal/mol): 77.4
Total charge: +1
Kohn-Sham gap (alpha / beta) (eV): 6.728 / 6.711
Molecular weight (g/mol): 164.185

=====

The following is a quantum chemistry calculation of an isolated ion of composition C5H14N3S and charge +1, from the OMol25 dataset.

Each line ends with the Löwdin charge.
Geometry (Å):
S 2.37255 1.39817 -0.94086  0.935
N -0.05605 0.05636 -0.04752  -0.012
N 1.55695 2.06743 0.40867  -0.306
N 1.65440 -0.11629 1.66189  0.164
C -2.02266 -1.02742 0.49390  -0.066
C -1.82953 0.18914 -1.74749  -0.019
C 0.99031 -0.70017 0.53957  -0.438
C -1.14550 -0.73913 -0.68381  -0.427
C 1.58404 -0.24271 -0.77167  -0.261
H 1.70122 1.03560 1.36520  0.089
H -0.71829 -1.79762 -1.16021  0.189
H 2.51249 -0.45208 1.78479  0.095
H 0.99867 -0.28524 2.48936  0.206
H 0.59981 2.16412 0.18793  0.053
H -1.98751 -0.12115 1.05374  0.070
H -2.74340 -0.08669 -2.09148  0.049
H -1.33548 0.47505 -2.62357  0.063
H 0.81478 -1.75516 0.76231  0.160
H 1.36610 -0.84901 -1.63612  0.094
H -1.89960 1.07830 -1.18918  0.066
H 2.06706 2.85790 0.77305  0.089
H -3.06006 -1.36807 0.26843  0.112
H -1.42029 -1.78134 1.10307  0.096

SMILES: CC(C)N1[C@H]([NH3+])[C@@H]1SN
Energy above the lowest of the compared OMol25 structures with the same formula, charge and spin (kcal/mol): 70.1
Total charge: +1
Kohn-Sham gap (eV): 9.431
Molecular weight (g/mol): 148.255

=====

The following is a quantum chemistry calculation of a 2-piece molecular cluster, C5H14NO overall, from the OMol25 dataset.

Each line ends with the Mulliken spin population.
Geometry (Å):
O -3.66806 1.85374 -4.49477  0.003
N -0.74088 -0.54211 0.08475  0.758
C -0.28189 1.88631 0.13599  0.137
C 1.57379 -1.00417 1.73378  0.074
C 1.36901 0.47292 1.12870  -0.002
C 1.61893 -1.96533 0.64285  0.068
C 0.10146 0.56117 0.24119  0.483
H -0.16344 -1.32519 -0.37105  -0.068
H 1.18724 1.23260 1.98426  -0.011
H 0.23389 2.76549 0.69170  -0.009
H -1.46685 -0.39481 -0.57655  -0.084
H 1.41798 -1.66357 -0.34544  -0.107
H 0.78873 -1.07013 2.50898  -0.043
H -4.20618 1.03070 -4.69131  0.000
H -4.05864 1.88629 -3.60801  -0.001
H 2.73093 -2.06150 0.56759  -0.001
H 2.47133 -1.01130 2.37043  0.000
H 2.24892 0.82274 0.53935  0.022
H 1.23383 -2.94108 0.97537  -0.040
H -1.24460 -0.91623 0.93995  -0.185
H -1.14550 2.38346 -0.45777  0.007

Multiplicity: 2
<S²>: 0.756
Energy above the lowest of the compared OMol25 structures with the same formula, charge and spin (kcal/mol): 94.2
Kohn-Sham gap (alpha / beta) (eV): 4.689 / 8.630
Molecular weight (g/mol): 104.173